# C40H33BiCl3GeN14O5S2

A structure of composition C40H33BiCl3GeN14O5S2 (ωB97M-V with the def2-TZVPD basis set, the OMol25 dataset).

Output
calculated total energy = -194710.1401 eV
2S+1 = 2
relative energy (zero: lowest compared OMol25 entry of this formula, charge and spin) = 25.0 kcal/mol
molar mass = 1241.88 Da
frontier orbital gap (spin up / spin down) = 8.2 / 7.3 eV
LUMO energy (spin up / spin down) = -0.14 / -0.96 eV
HOMO energy (spin up / spin down) = -8.299 / -8.301 eV

Positions of all 99 atoms, in Å:
Bi 0.245 -0.149 -0.364
N 2.620 4.117 -1.315
C 3.802 3.486 -1.638
C 5.048 3.961 -2.033
C 6.017 3.014 -2.298
C 5.754 1.640 -2.180
C 4.515 1.177 -1.785
C 3.529 2.122 -1.502
N 2.218 1.941 -1.088
C 1.710 3.145 -1.007
C 0.327 3.464 -0.665
C -0.226 4.706 -0.593
S -1.860 4.592 -0.134
C -1.722 2.891 -0.077
N -0.540 2.442 -0.372
H 2.452 5.106 -1.307
H 5.252 5.019 -2.131
H 7.001 3.337 -2.610
H 6.541 0.933 -2.406
H 4.314 0.117 -1.704
H 0.236 5.665 -0.764
H -2.541 2.239 0.194
C 3.548 -3.095 3.787
N 3.335 -2.298 2.596
C 2.188 -1.986 1.999
N 2.417 -1.182 0.980
C 3.767 -1.030 1.006
N 4.365 -1.701 1.962
C 3.241 -4.562 3.610
C 2.925 -5.316 4.736
C 2.685 -6.677 4.631
C 2.737 -7.297 3.395
C 3.030 -6.543 2.263
C 3.294 -5.180 2.369
C 3.045 -7.211 0.963
N 3.263 -8.454 0.713
N 3.117 -8.611 -0.657
C 2.825 -7.449 -1.128
O 2.763 -6.500 -0.160
C 2.535 -7.093 -2.515
C 2.944 -7.956 -3.528
C 2.646 -7.652 -4.843
C 1.941 -6.495 -5.148
C 1.526 -5.635 -4.141
C 0.708 -4.417 -4.497
N 1.118 -3.219 -3.789
C 0.607 -2.671 -2.686
N 1.310 -1.604 -2.360
C 2.262 -1.544 -3.325
N 2.184 -2.507 -4.213
C 1.829 -5.934 -2.819
H 2.935 -2.682 4.590
H 4.593 -2.939 4.055
H 1.228 -2.337 2.342
H 4.311 -0.398 0.327
H 2.870 -4.830 5.703
H 2.444 -7.252 5.515
H 2.539 -8.355 3.286
H 3.535 -4.608 1.482
H 3.489 -8.853 -3.266
H 2.967 -8.313 -5.637
H 1.715 -6.256 -6.180
H -0.347 -4.578 -4.273
H 0.801 -4.204 -5.560
H -0.237 -3.054 -2.133
H 3.002 -0.762 -3.387
H 1.514 -5.276 -2.017
O -6.198 -1.404 0.775
S -5.233 -0.771 1.638
O -5.717 0.017 2.731
N -4.160 0.064 0.733
C -2.961 -0.472 0.785
O -1.995 0.008 0.133
C -2.862 -1.703 1.631
C -1.809 -2.529 1.905
C -1.910 -3.626 2.724
C -3.152 -3.888 3.313
C -4.254 -3.077 3.059
C -4.080 -1.997 2.218
H -0.445 -2.195 1.052
H -1.067 -4.278 2.918
H -3.254 -4.742 3.970
H -5.216 -3.287 3.505
C -4.666 0.914 -2.279
N -3.898 -0.275 -2.652
C -4.528 -1.581 -2.408
C -2.588 -0.200 -2.567
N -1.433 -0.133 -2.522
H -5.647 0.848 -2.748
H -4.157 1.802 -2.648
H -4.784 0.972 -1.195
H -5.508 -1.577 -2.882
H -4.642 -1.773 -1.342
H -3.919 -2.360 -2.863
O -0.226 -2.184 0.126
Cl 1.921 0.529 3.866
Ge 0.262 0.981 2.462
Cl -1.463 0.498 3.731
Cl 0.302 3.187 2.663

These are the Löwdin partial charges, in e, on atoms 1 to 8:
1 Bi 1.69
2 N 0.18
3 C -0.18
4 C -0.01
5 C -0.09
6 C -0.08
7 C -0.04
8 C -0.22

---

# C40H33Br2IN2O2PRb

A structure of composition C40H33Br2IN2O2PRb (ωB97M-V with the def2-TZVPD basis set, the OMol25 dataset).

Output
calculated total energy = -207222.0106 eV
relative energy (zero: lowest compared OMol25 entry of this formula, charge and spin) = 29.2 kcal/mol
molar mass = 976.87 Da
frontier orbital gap = 6.7 eV
LUMO energy = 0.01 eV
HOMO energy = -6.719 eV

Positions of all 82 atoms, in Å:
Rb -1.214 -0.800 1.445
N -3.857 -2.480 0.163
C -3.517 -3.715 -0.367
C -4.456 -4.712 -0.518
C -4.095 -5.995 -0.959
C -2.799 -6.284 -1.280
C -1.811 -5.281 -1.169
C -0.461 -5.499 -1.521
C 0.447 -4.492 -1.372
C 0.007 -3.254 -0.867
N -1.239 -2.997 -0.557
C -2.156 -3.988 -0.700
H -4.845 -2.288 0.191
H -3.312 -1.700 -0.169
H -5.492 -4.494 -0.284
H -4.859 -6.756 -1.048
H -2.510 -7.271 -1.618
H -0.167 -6.468 -1.906
H 1.486 -4.626 -1.638
H 0.721 -2.448 -0.723
Br -2.273 -3.131 3.629
C -3.039 -1.548 4.411
Br -4.298 -0.721 3.219
H -2.242 -0.835 4.593
H -3.560 -1.830 5.315
C 0.309 2.562 4.305
C 0.366 1.133 3.787
O -0.699 0.612 3.431
C 1.643 0.454 3.775
C 2.689 0.919 4.599
C 3.887 0.261 4.712
C 4.085 -0.915 3.965
C 3.120 -1.373 3.115
C 1.856 -0.711 2.946
O 1.025 -1.126 2.087
H -0.645 2.996 4.014
H 1.130 3.161 3.915
H 0.372 2.566 5.395
H 2.530 1.805 5.201
H 4.662 0.627 5.372
H 5.022 -1.453 4.060
H 3.274 -2.269 2.524
I -3.153 1.346 -0.912
C -2.486 3.187 -1.718
C -3.520 4.064 -1.899
C -3.328 5.288 -2.555
C -2.095 5.583 -3.048
C -1.001 4.711 -2.846
C 0.254 5.097 -3.361
C 1.354 4.324 -3.159
C 1.232 3.152 -2.403
C 0.037 2.709 -1.878
P 0.193 1.161 -0.824
C 0.646 0.030 -2.218
C -0.403 -0.675 -2.806
C -0.186 -1.520 -3.884
C 1.096 -1.691 -4.382
C 2.151 -0.998 -3.806
C 1.928 -0.140 -2.739
C 1.780 1.568 -0.005
C 1.888 2.797 0.650
C 3.039 3.128 1.344
C 4.105 2.240 1.385
C 3.998 1.010 0.758
C 2.831 0.662 0.091
C -1.148 3.477 -2.123
H -4.510 3.801 -1.552
H -4.161 5.966 -2.685
H -1.927 6.499 -3.601
H 0.322 6.028 -3.910
H 2.322 4.611 -3.549
H 2.131 2.591 -2.201
H -1.408 -0.568 -2.421
H -1.019 -2.057 -4.321
H 1.273 -2.365 -5.211
H 3.156 -1.123 -4.190
H 2.771 0.386 -2.311
H 1.071 3.510 0.595
H 3.110 4.084 1.849
H 5.008 2.500 1.921
H 4.818 0.307 0.806
H 2.745 -0.319 -0.357

These are the Löwdin partial charges, in e, on atoms 1 to 8:
1 Rb 0.72
2 N 0.09
3 C -0.26
4 C -0.03
5 C -0.08
6 C -0.05
7 C -0.16
8 C -0.01

---

# C40H33F3GeN5O3OsS

A structure of composition C40H33F3GeN5O3OsS (ωB97M-V with the def2-TZVPD basis set, the OMol25 dataset).

Output
calculated total energy = -133572.1458 eV
2S+1 = 5
relative energy (zero: lowest compared OMol25 entry of this formula, charge and spin) = 65.2 kcal/mol
total charge = -1
molar mass = 983.64 Da
frontier orbital gap (spin up / spin down) = 5.4 / 6.6 eV
LUMO energy (spin up / spin down) = 2.24 / 1.54 eV
HOMO energy (spin up / spin down) = -3.141 / -5.066 eV

Positions of all 87 atoms, in Å:
Os 9.238 4.948 25.175
C 12.495 0.461 27.444
C 12.100 1.117 28.833
C 12.849 2.425 29.144
C 10.571 1.254 29.042
N 9.887 2.337 28.275
C 9.976 2.748 27.009
N 9.407 3.922 26.972
N 8.924 4.171 28.221
N 9.254 3.270 29.034
H 13.559 0.171 27.455
H 12.344 1.072 26.564
H 11.872 -0.453 27.198
H 12.349 0.256 29.487
H 12.680 3.233 28.408
H 13.944 2.184 29.049
H 12.599 2.765 30.132
H 10.412 1.566 30.046
H 10.026 0.361 28.828
H 10.314 2.233 26.150
O 12.176 3.067 24.297
C 12.347 3.970 25.104
N 11.533 4.954 25.393
S 12.222 6.091 26.256
O 12.591 7.167 25.433
O 11.534 6.451 27.490
C 13.680 5.209 26.618
C 14.668 5.505 27.505
C 15.763 4.569 27.534
C 15.727 3.454 26.778
C 14.756 3.201 25.854
C 13.690 4.078 25.824
H 14.571 6.472 27.995
H 16.585 4.776 28.186
H 16.552 2.761 26.835
H 14.728 2.275 25.242
F 9.795 7.396 16.058
C 9.588 8.390 16.948
F 10.652 9.205 16.723
F 8.501 9.077 16.615
C 9.652 7.888 18.387
C 10.755 7.197 18.833
C 10.657 6.660 20.178
C 9.488 6.809 21.009
C 8.400 7.574 20.428
C 8.483 8.129 19.137
C 9.401 6.088 22.206
C 9.295 5.682 23.389
H 11.681 7.007 18.263
H 11.551 6.147 20.582
H 7.468 7.698 20.958
H 7.613 8.650 18.726
C 7.581 4.254 24.916
Ge 7.069 2.856 23.676
C 5.198 1.968 23.725
C 4.294 2.103 22.662
C 2.971 1.680 22.805
C 2.506 1.144 23.945
C 3.413 0.985 24.998
C 4.703 1.504 24.894
C 6.949 3.368 21.731
C 7.501 2.706 20.622
C 7.182 3.084 19.264
C 6.586 4.331 19.003
C 6.141 5.029 20.129
C 6.221 4.576 21.410
C 8.370 1.315 23.519
C 9.741 1.583 23.249
C 10.648 0.477 23.123
C 10.256 -0.876 23.215
C 8.967 -1.089 23.618
C 8.071 -0.068 23.707
H 4.556 2.662 21.763
H 2.252 1.891 21.996
H 1.443 0.917 24.054
H 2.983 0.715 26.000
H 5.318 1.322 25.734
H 8.219 1.936 20.661
H 7.581 2.386 18.608
H 6.548 4.808 18.077
H 5.797 5.983 19.873
H 5.976 5.379 22.207
H 10.175 2.606 23.128
H 11.693 0.655 22.827
H 10.927 -1.701 23.102
H 8.698 -2.070 23.923
H 7.028 -0.265 23.917

These are the Löwdin partial charges, in e, on atoms 1 to 8:
1 Os 1.19
2 C -0.07
3 C -0.37
4 C -0.05
5 C -0.09
6 N -0.07
7 C -0.11
8 N -0.18